# 1
A cluster of 12 separate species, C55H114N6O19 in total at a distorted geometry, computed with wB97M-V/def2-TZVPD.

```
194
Properties=species:S:1:pos:R:3:mulliken_charge:R:1
C 0.38 2.87 5.11 -2.2424
C 0.40 1.68 6.10 2.5760
C -0.37 2.09 7.36 -1.7325
C -1.91 2.19 7.22 -1.0180
C -2.42 0.87 6.66 -1.0395
C -1.77 0.28 5.42 2.3315
N -0.30 0.45 5.54 0.6117
O 0.33 -0.17 4.76 -0.2031
C -2.26 1.15 4.21 -0.3477
C -2.01 -1.23 5.27 -2.3051
C 1.83 1.37 6.50 -1.8795
H 1.20 3.57 5.26 0.6013
H -0.61 3.29 4.96 0.2482
H 0.66 2.55 4.10 0.6826
H 0.07 2.94 7.88 0.5305
H -0.25 1.39 8.21 0.4304
H -2.08 3.02 6.54 0.3326
H -2.48 2.51 8.09 0.5562
H -3.50 1.02 6.55 0.1703
H -2.37 0.09 7.43 0.5132
H -1.73 2.08 4.04 0.2531
H -3.31 1.37 4.36 0.0081
H -2.06 0.69 3.24 -0.6239
H -1.58 -1.76 6.12 0.5590
H -1.64 -1.60 4.32 0.4937
H -3.08 -1.44 5.30 0.2371
H 2.39 1.00 5.64 0.2582
H 1.89 0.53 7.21 0.4661
H 2.33 2.21 6.96 0.4883
C -1.91 3.19 -2.74 -1.4260
C -0.83 2.61 -1.80 0.7327
C -0.98 1.11 -1.66 -0.7553
N -0.08 0.50 -0.59 1.1215
C 1.30 1.11 -0.68 0.0049
C -0.01 -0.97 -0.84 -0.2197
C 0.48 -1.49 0.50 0.8986
C -0.06 -0.55 1.57 0.6793
C -0.68 0.61 0.76 -0.4256
H -1.71 4.24 -2.92 0.3559
H -2.82 3.02 -2.15 0.3798
H -1.95 2.64 -3.69 0.1863
H -0.75 3.08 -0.81 0.1559
H 0.12 2.81 -2.30 -0.4249
H -0.72 0.64 -2.61 0.5007
H -1.99 0.81 -1.36 0.5628
H 1.80 0.71 0.21 0.1678
H 1.19 2.18 -0.51 -0.2726
H 1.70 0.79 -1.64 -0.1251
H 0.68 -1.25 -1.63 0.1476
H -0.99 -1.34 -1.13 0.1132
H 1.57 -1.38 0.51 -0.9981
H 0.31 -2.53 0.74 0.4855
H 0.70 -0.25 2.28 -1.2724
H -0.81 -1.12 2.14 0.0644
H -0.60 1.50 1.38 0.2768
H -1.73 0.30 0.77 -0.4016
C -3.79 -2.84 -0.37 -0.9646
C -4.90 -2.57 0.65 -0.6153
C -5.15 -1.05 0.98 -0.1149
N -5.91 -0.94 2.30 0.2490
C -7.29 -1.52 2.09 -0.9646
C -5.99 0.52 2.72 0.1648
C -6.32 0.63 4.20 -1.0162
C -5.97 -0.76 4.73 -0.7311
C -5.28 -1.52 3.57 -0.2662
H -4.05 -2.50 -1.38 0.5346
H -3.50 -3.89 -0.38 0.4011
H -2.94 -2.32 0.08 -0.1976
H -4.85 -3.22 1.52 0.2740
H -5.74 -2.86 0.01 0.3949
H -5.67 -0.51 0.20 0.6921
H -4.23 -0.53 1.23 -0.3493
H -7.62 -1.11 1.14 0.3528
H -7.95 -1.26 2.92 0.4581
H -7.20 -2.59 1.96 0.3168
H -6.60 0.97 1.94 0.6552
H -4.97 0.90 2.63 -0.4069
H -7.35 0.98 4.24 0.3720
H -5.76 1.51 4.52 0.5266
H -6.90 -1.20 5.11 0.3813
H -5.38 -0.66 5.64 0.3995
H -5.33 -2.61 3.50 0.5242
H -4.20 -1.39 3.54 -0.1210
C 4.54 1.96 -1.26 -1.6161
C 4.75 0.45 -1.24 0.3335
C 5.11 -0.07 0.13 -0.4926
N 5.37 -1.57 0.20 0.8228
C 4.19 -2.22 -0.37 -1.0191
C 5.58 -1.98 1.67 -0.0088
C 6.63 -3.11 1.69 -0.9123
C 7.07 -3.21 0.22 -0.6816
C 6.76 -1.83 -0.39 -0.5439
H 3.80 2.29 -0.53 0.2265
H 4.36 2.30 -2.28 0.3763
H 5.54 2.33 -1.03 0.6015
H 5.43 0.03 -1.99 0.4776
H 3.78 0.05 -1.57 -0.2383
H 4.26 0.06 0.82 -0.1832
H 5.94 0.44 0.61 0.7224
H 4.20 -3.27 -0.02 0.6998
H 4.17 -2.43 -1.44 0.3577
H 3.27 -1.84 0.07 -0.0799
H 4.63 -2.37 2.02 -0.1238
H 6.00 -1.16 2.25 0.3785
H 6.09 -3.93 2.17 0.4044
H 7.50 -2.91 2.31 0.3044
H 6.44 -3.88 -0.37 0.1886
H 8.12 -3.39 0.00 0.5565
H 6.63 -1.77 -1.46 0.4360
H 7.27 -1.00 0.10 0.3629
C -1.01 2.00 -6.37 -1.4142
C -0.54 3.37 -5.91 0.4661
C 0.87 3.62 -6.39 -0.8514
N 1.50 4.88 -5.78 0.3171
C 0.77 6.14 -6.21 -1.0035
C 2.92 5.08 -6.34 -0.6566
C 3.68 5.71 -5.20 -0.8109
C 3.05 5.29 -3.89 -0.2474
C 1.66 4.71 -4.28 0.6926
H -1.02 2.00 -7.46 0.4327
H -1.93 1.83 -5.80 0.4340
H -0.34 1.19 -6.09 0.1148
H -0.50 3.33 -4.82 -0.2107
H -1.20 4.16 -6.26 0.4335
H 0.94 3.90 -7.45 0.6236
H 1.58 2.80 -6.32 0.0931
H 1.30 7.02 -5.88 0.3767
H -0.21 6.01 -5.76 0.4020
H 0.69 6.14 -7.30 0.3108
H 3.00 5.55 -7.32 0.4187
H 3.27 4.06 -6.48 0.3882
H 3.90 6.76 -5.38 0.3704
H 4.61 5.14 -5.12 0.3774
H 3.03 5.99 -3.05 0.4055
H 3.51 4.41 -3.43 -0.1735
H 0.83 5.09 -3.69 0.6215
H 1.74 3.63 -4.17 -0.8074
C 0.77 -8.95 -0.74 -1.3557
C 1.19 -7.62 -1.37 -0.0841
C -0.01 -6.74 -1.66 -1.0077
N 0.30 -5.41 -2.33 0.6119
C 1.23 -4.50 -1.59 -1.4551
C -1.00 -4.68 -2.66 -0.5251
C -0.72 -3.80 -3.90 -0.1803
C 0.52 -4.45 -4.57 -0.8901
C 0.77 -5.70 -3.75 -0.7492
H -0.20 -8.72 -0.27 0.3589
H 1.45 -9.45 -0.05 0.3540
H 0.35 -9.67 -1.45 0.3625
H 1.84 -7.78 -2.23 0.2973
H 1.77 -6.93 -0.75 0.2918
H -0.47 -6.41 -0.72 0.5203
H -0.81 -7.13 -2.28 0.3762
H 1.37 -3.63 -2.24 0.5076
H 2.20 -4.96 -1.43 0.4382
H 0.83 -4.16 -0.64 0.3922
H -1.36 -4.19 -1.76 0.1293
H -1.75 -5.41 -2.94 0.6109
H -0.52 -2.76 -3.66 -0.2098
H -1.54 -3.79 -4.61 0.5433
H 1.38 -3.78 -4.58 0.3625
H 0.30 -4.95 -5.51 0.4036
H 1.83 -5.92 -3.58 0.4768
H 0.32 -6.63 -4.10 0.4989
O -4.41 1.68 -0.25 -0.3487
C -4.00 2.78 0.49 0.7062
O -4.56 3.87 0.33 -0.7624
O -3.09 2.63 1.36 -0.7384
H -5.12 2.16 -0.72 0.2444
O -1.14 -4.86 3.72 -0.5634
C -1.62 -4.19 2.62 0.4124
O -2.33 -3.17 2.76 -0.4229
O -1.15 -4.54 1.48 -0.6199
H -0.49 -5.38 3.22 0.3104
O 1.78 0.30 -5.91 -0.5533
C 2.00 0.44 -4.55 0.1146
O 2.18 -0.64 -3.90 -0.7748
O 1.82 1.56 -4.03 -0.1421
H 1.73 -0.68 -5.82 0.2945
O 2.57 4.32 0.92 -0.4957
C 1.27 4.34 1.39 0.4737
O 1.02 3.88 2.53 -0.6466
O 0.36 4.76 0.63 -0.5972
H 2.45 4.54 -0.02 0.2274
O 3.88 -0.72 4.47 -0.5252
C 3.31 -0.82 3.21 0.6164
O 3.41 0.23 2.48 -0.7260
O 2.67 -1.84 2.87 -0.8106
H 4.15 0.21 4.35 0.3562
O -3.70 7.76 -2.28 -0.5176
C -3.22 7.10 -1.17 0.5349
O -2.36 6.18 -1.28 -0.5549
O -3.66 7.47 -0.07 -0.7223
H -3.38 7.33 -3.09 0.2799
```

F_max = 4.8 eV/A
E_LUMO = -2.17 eV
M = 1163.54 u


# 2
A cluster of 13 separate species, C55H127F3N4O12 in total at a distorted geometry, computed with wB97M-V/def2-TZVPD.

```
201
Properties=species:S:1:pos:R:3:mulliken_charge:R:1
C 10.35 -5.31 -8.52 -1.8309
C 9.41 -5.24 -9.69 1.3480
C 8.09 -4.43 -9.16 -1.0982
C 7.28 -3.81 -10.29 -0.7790
C 8.18 -2.93 -11.24 -1.0240
C 9.38 -3.71 -11.85 2.2534
N 10.12 -4.47 -10.79 0.8551
O 11.48 -4.77 -11.09 -0.2376
C 10.24 -2.57 -12.47 -1.9970
C 8.82 -4.62 -12.95 -1.4150
C 8.99 -6.60 -10.20 -1.4033
H 9.85 -5.79 -7.67 0.3843
H 10.86 -4.42 -8.16 0.4133
H 11.21 -5.85 -8.90 0.4753
H 8.31 -3.66 -8.42 0.3940
H 7.38 -5.15 -8.74 0.4109
H 6.52 -3.20 -9.80 0.5313
H 6.88 -4.61 -10.92 0.2563
H 8.56 -2.10 -10.64 0.7119
H 7.52 -2.47 -11.97 -0.1567
H 9.65 -1.95 -13.15 0.3055
H 11.13 -2.92 -12.99 0.1026
H 10.78 -1.93 -11.78 0.7316
H 8.63 -4.24 -13.96 -0.0970
H 7.99 -5.27 -12.67 0.2588
H 9.64 -5.31 -13.12 0.2980
H 8.51 -6.59 -11.18 0.2726
H 8.33 -7.07 -9.48 0.4169
H 9.83 -7.28 -10.37 0.3876
C 11.21 -1.22 -16.67 0.9204
O 9.82 -1.25 -17.15 1.8524
O 11.33 -0.20 -15.73 -0.1157
C 11.72 -2.66 -16.31 -0.6989
F 12.90 -2.71 -15.68 -0.2174
F 10.88 -3.35 -15.48 0.1914
F 11.82 -3.43 -17.38 0.2403
C 9.42 -1.96 -18.26 -0.2671
C 7.99 -1.53 -18.51 -0.0493
H 7.62 -2.14 -19.33 0.7467
H 7.32 -1.71 -17.67 -0.6139
H 7.94 -0.51 -18.90 -0.3577
H 9.49 -3.04 -18.09 -0.1531
H 10.05 -1.80 -19.13 -0.4403
H 11.84 -0.93 -17.51 -0.9547
C 12.31 -1.91 -22.09 -1.0590
C 13.25 -1.52 -20.91 0.0831
C 13.11 0.03 -20.52 1.2218
C 13.87 0.91 -21.48 -0.9132
C 15.35 0.48 -21.75 0.0328
C 16.18 1.64 -22.43 -1.5308
H 11.32 -1.46 -21.98 -0.0689
H 12.24 -3.00 -22.11 0.2990
H 12.69 -1.73 -23.09 0.4611
H 13.24 -2.05 -19.96 -0.5500
H 14.24 -1.80 -21.26 0.6072
H 13.48 0.17 -19.51 -0.3546
H 12.04 0.20 -20.43 -0.5397
H 13.38 0.96 -22.45 0.3173
H 13.87 1.93 -21.10 0.4850
H 15.88 0.32 -20.81 -0.0245
H 15.45 -0.44 -22.32 0.3435
H 16.19 2.54 -21.82 0.3432
H 17.22 1.37 -22.63 0.3858
H 15.75 2.04 -23.35 0.3926
C 10.18 -5.34 -22.32 -1.5282
C 10.38 -5.57 -20.80 1.0912
C 11.78 -5.40 -20.18 0.2920
C 11.87 -6.13 -18.82 0.6566
C 13.29 -6.00 -18.21 0.3604
C 14.45 -6.24 -19.21 -1.7567
H 9.13 -5.40 -22.60 0.4022
H 10.73 -6.01 -22.98 0.3980
H 10.48 -4.30 -22.46 0.2610
H 9.64 -4.90 -20.38 -0.3267
H 10.06 -6.56 -20.46 -0.5541
H 12.15 -4.39 -20.05 -0.4500
H 12.49 -5.85 -20.87 0.4523
H 11.28 -5.71 -18.00 -0.9323
H 11.58 -7.17 -18.94 0.8234
H 13.36 -5.02 -17.75 -0.5888
H 13.44 -6.68 -17.36 0.2812
H 15.37 -6.42 -18.66 0.4468
H 14.33 -7.05 -19.92 0.3746
H 14.61 -5.37 -19.85 0.3330
C 9.51 1.79 -20.71 -0.4586
C 9.71 1.24 -22.11 -0.3441
C 8.79 0.08 -22.40 -0.3370
C 7.28 0.35 -22.17 0.3421
C 6.39 -0.63 -22.97 -0.5548
C 4.91 -0.52 -22.71 -1.0199
H 10.09 2.71 -20.61 0.4908
H 9.60 1.06 -19.91 -0.3731
H 8.48 2.10 -20.56 0.3095
H 9.43 2.03 -22.80 0.4419
H 10.74 0.95 -22.30 -0.1053
H 9.09 -0.83 -21.86 -0.1811
H 9.05 -0.18 -23.43 0.5807
H 7.13 0.20 -21.10 -0.6287
H 7.07 1.40 -22.37 0.5018
H 6.65 -0.44 -24.01 0.4059
H 6.75 -1.63 -22.73 0.2629
H 4.59 -0.64 -21.68 0.0422
H 4.54 0.46 -23.01 0.3384
H 4.39 -1.35 -23.20 0.3838
C 5.53 3.12 -19.08 -0.6224
C 4.06 2.95 -18.54 -0.6959
C 3.95 1.92 -17.32 -1.3496
C 4.53 0.53 -17.64 1.2173
C 3.63 -0.32 -18.53 -0.4627
C 4.33 -1.61 -19.12 -0.6898
H 6.07 3.21 -18.14 0.0847
H 5.72 4.08 -19.56 0.5117
H 5.97 2.31 -19.66 -0.0044
H 3.79 3.93 -18.14 0.3950
H 3.45 2.69 -19.40 0.3586
H 2.96 1.80 -16.88 0.4611
H 4.51 2.30 -16.47 0.4232
H 5.55 0.63 -18.00 -0.3702
H 4.70 -0.03 -16.72 -0.2641
H 2.84 -0.65 -17.85 0.3213
H 3.18 0.29 -19.32 0.2980
H 3.60 -2.25 -19.62 0.4204
H 5.16 -1.28 -19.74 -0.2470
H 4.67 -2.23 -18.29 0.2406
C 8.31 -10.77 -21.14 -1.2192
C 7.95 -9.22 -21.11 -0.4619
C 8.11 -8.66 -19.69 -0.4228
C 7.33 -7.27 -19.54 -0.6529
C 7.16 -6.78 -18.11 -0.8140
C 8.44 -6.26 -17.45 0.1247
H 7.46 -11.24 -20.65 0.2918
H 9.18 -10.88 -20.49 0.2932
H 8.51 -11.20 -22.13 0.3904
H 8.63 -8.63 -21.73 0.1633
H 7.00 -9.02 -21.61 0.4810
H 9.17 -8.51 -19.49 -0.0058
H 7.81 -9.36 -18.90 0.5709
H 7.61 -6.43 -20.18 0.1829
H 6.34 -7.42 -19.95 0.5104
H 6.49 -5.95 -18.31 0.1726
H 6.62 -7.46 -17.45 0.4106
H 8.30 -5.98 -16.41 0.0721
H 9.19 -7.06 -17.43 0.4462
H 8.82 -5.37 -17.94 -0.4590
C 11.39 -6.77 -15.01 -0.0507
C 12.54 -5.76 -14.62 0.8833
O 13.65 -6.50 -14.11 -0.6602
O 10.95 -7.46 -13.88 -0.5793
H 11.77 -7.59 -15.62 0.4944
H 10.66 -6.16 -15.56 -0.4094
H 12.16 -5.14 -13.81 0.0540
H 12.81 -5.22 -15.52 -0.4542
H 14.08 -5.92 -13.48 0.4249
H 11.66 -7.99 -13.52 0.3518
C 6.06 -1.40 -14.73 0.4128
C 5.85 -2.92 -14.67 -0.0694
O 6.76 -3.49 -15.62 -0.2791
O 7.08 -0.90 -13.81 -0.4695
H 5.15 -0.89 -14.40 0.5750
H 6.31 -1.05 -15.73 -0.6067
H 4.85 -3.29 -14.87 0.4485
H 6.09 -3.33 -13.69 -0.2659
H 7.46 -2.83 -15.66 -0.0988
H 7.49 -0.25 -14.38 0.4143
C 8.39 1.94 -15.87 -0.3424
C 9.20 2.17 -17.17 -0.0957
O 10.64 2.28 -16.84 -0.6779
O 8.63 0.62 -15.40 -0.6109
H 7.34 2.08 -16.12 -0.0578
H 8.67 2.55 -15.01 0.3154
H 8.88 3.11 -17.60 0.4715
H 9.07 1.36 -17.89 -0.2675
H 11.01 1.50 -16.42 0.3513
H 9.54 0.40 -15.61 -0.0047
O 13.11 1.24 -11.05 -0.7286
C 12.94 1.31 -12.27 0.6405
N 11.76 1.08 -12.76 -0.2272
C 14.07 1.76 -13.22 -0.7620
H 10.96 0.89 -12.17 0.1908
H 11.73 0.87 -13.75 0.0601
H 14.27 0.90 -13.86 0.1765
H 15.04 1.84 -12.72 0.3492
H 13.81 2.65 -13.79 0.2056
O 17.55 -2.80 -16.86 -0.7126
C 16.91 -1.91 -17.38 0.0190
N 17.47 -0.75 -17.70 -0.2327
C 15.51 -2.16 -17.86 0.3483
H 18.45 -0.67 -17.50 0.2326
H 16.92 0.08 -17.89 0.4432
H 15.40 -3.23 -18.04 0.0500
H 15.37 -1.75 -18.86 -0.0843
H 14.80 -1.74 -17.14 0.0872
O 15.71 1.49 -17.65 -0.7375
C 14.97 2.37 -17.22 0.6090
N 13.68 2.10 -16.94 0.2518
C 15.56 3.72 -17.05 -1.2195
H 13.40 1.13 -17.00 -0.2241
H 13.06 2.71 -16.42 0.0734
H 14.78 4.21 -16.46 0.3800
H 15.78 4.23 -17.99 0.2715
H 16.53 3.69 -16.54 0.3250
```

F_max = 9.6 eV/A
E_LUMO = -5.13 eV
M = 1093.63 u